92
Properties=species:S:1:pos:R:3:forces:R:3 method="wB97M-V/def2-TZVPD" e_lumo_ev=-0.5 total_charge=0 multiplicity=1 homo_energy_ha=-0.3191
C 4.276969 -4.115301 3.783553 -0.44 -0.83 -0.88
C 2.965244 -5.038197 3.632437 1.04 0.76 0.86
O 2.608838 -5.085989 2.237119 -1.27 -0.06 0.89
C 1.203337 -4.793794 2.037571 0.32 0.61 -0.20
C 1.023803 -3.223489 2.154573 -0.50 0.65 -1.08
C -0.509332 -2.712098 2.207390 0.84 -1.63 -2.70
C -1.342665 -3.287143 0.936375 -0.59 0.35 -0.46
C -1.378121 -2.278252 -0.294411 0.88 -0.44 -0.36
C 0.036025 -2.069243 -1.007809 -0.08 0.44 0.22
I -2.630277 -3.280612 -1.824571 0.22 0.35 0.48
N -1.256178 -3.176824 3.401604 3.34 -0.54 3.04
C -0.551261 -3.398931 4.428132 -0.96 2.07 0.82
S 0.213086 -3.278557 5.895498 -1.74 -0.83 -3.40
O -0.408297 -1.302947 1.981863 -1.10 -0.23 1.77
C -1.291508 -0.427750 2.669627 0.92 2.69 1.50
C -0.882283 -0.138197 4.211582 0.20 -1.74 0.04
P -3.154884 -0.702061 2.408105 -0.60 -0.20 -1.97
P -4.361113 0.188341 3.999319 -1.73 -0.81 4.01
O -3.821127 0.011106 5.410411 -0.77 1.05 -2.79
O -5.839007 -0.686966 3.954533 2.59 1.77 -1.52
O -4.831466 1.797254 3.650296 1.38 -2.36 0.77
C -1.009802 1.019296 1.957699 0.96 -0.14 -0.26
N -2.034176 2.021714 2.224216 0.42 -0.61 -0.46
O -0.874991 0.915396 0.543465 -0.93 0.02 0.53
O 0.248608 1.450218 2.488550 -1.24 0.27 -0.65
C 0.768630 2.618943 1.823430 1.53 0.84 0.01
C 2.082816 2.195326 1.028836 0.52 0.54 0.98
C 3.037299 1.474045 2.118534 -0.64 -0.53 -0.99
C 2.816462 3.436074 0.306973 1.16 -1.22 -0.49
C 3.884004 4.169472 1.236865 -0.45 -0.13 -0.09
C 3.676462 2.766865 -0.894010 -0.62 -0.72 0.75
H 4.155826 -3.214816 3.095849 0.13 -1.05 1.07
H 5.148372 -4.727478 3.376094 -0.96 0.96 0.67
H 4.468772 -3.799863 4.850497 -0.22 -0.40 -1.20
H 3.180751 -6.080405 4.014449 -0.23 1.02 -0.48
H 2.140419 -4.609655 4.279402 0.78 -0.46 -0.89
H 0.527852 -5.352943 2.762498 0.87 0.52 -0.80
H 0.977976 -5.117306 0.973020 0.19 0.31 1.40
H 1.656420 -2.732011 2.969641 -1.09 -0.88 -0.76
H 1.429197 -2.778770 1.181412 -0.49 -0.62 1.36
H -2.434283 -3.489099 1.211500 1.57 0.28 -0.07
H -0.944198 -4.268328 0.548015 -0.26 1.02 0.63
H -1.923399 -1.316475 -0.079870 0.76 -1.08 -0.23
H 0.734447 -1.478787 -0.320148 -0.85 -0.96 -0.80
H 0.500067 -3.073406 -1.285500 -0.58 1.30 0.52
H -0.035044 -1.456059 -1.961485 -0.18 -0.79 1.15
H -1.139894 0.904379 4.546967 0.42 -1.12 -0.51
H 0.235963 -0.360004 4.283109 -1.46 0.70 -0.07
H -1.397729 -0.853291 4.926759 0.47 0.93 -0.98
H -3.474966 -2.107524 2.536048 0.36 0.92 0.75
H -6.089338 -0.686984 3.006794 -0.37 -0.17 0.53
H -4.458957 2.294937 4.414561 -0.46 -0.26 -0.52
H -2.289654 2.105459 3.206011 0.13 -0.11 -0.49
H -2.836680 1.975379 1.595860 0.33 -0.08 0.38
H -0.024766 0.516230 0.290323 -0.39 0.05 0.61
H 1.124132 3.325687 2.652789 -0.50 -0.90 -1.03
H 0.017928 3.204239 1.219314 0.64 -1.02 0.52
H 1.917356 1.420149 0.219847 -0.32 0.87 0.84
H 2.614239 0.421808 2.248097 0.62 1.40 0.13
H 3.034170 2.009927 3.115485 0.10 -0.58 -1.22
H 4.080270 1.362875 1.700054 -1.06 0.18 0.64
H 2.054510 4.133649 -0.160696 0.89 -0.60 0.85
H 4.747821 3.481495 1.523068 -1.27 0.74 -0.46
H 4.342711 5.009802 0.634100 -0.63 -0.69 0.93
H 3.403611 4.524797 2.204495 0.69 -0.13 -1.24
H 3.949562 1.725661 -0.508854 -0.04 1.34 -0.65
H 4.637414 3.318122 -1.107226 -1.20 -0.46 0.00
H 3.037881 2.586294 -1.818687 0.92 0.47 1.05
C -1.956639 0.832576 -2.981882 0.18 0.24 0.05
O -0.698325 0.925456 -3.633639 -0.27 -0.28 0.05
C -0.456274 -0.150207 -4.542073 0.42 0.22 -0.26
C -0.434414 0.361097 -5.980230 -0.43 0.00 0.32
N -1.770806 0.765100 -6.415655 0.26 0.00 -0.05
C -1.781752 1.500476 -7.680735 -0.18 0.11 0.24
C -1.082762 2.866735 -7.710627 -0.27 -0.01 -0.39
O -1.715855 3.857515 -6.911155 0.38 -0.22 0.03
C -1.320588 3.860817 -5.548269 -0.31 0.27 -0.08
H -1.999871 1.610425 -2.217860 0.11 -0.04 -0.05
H -2.775832 0.996654 -3.687569 -0.13 -0.16 0.04
H -2.072625 -0.139154 -2.494294 -0.12 -0.02 -0.04
H -1.178010 -0.964900 -4.416817 -0.10 0.16 -0.01
H 0.534805 -0.547540 -4.300201 -0.01 -0.03 -0.05
H -0.067220 -0.431748 -6.639069 -0.01 0.03 -0.01
H 0.267841 1.199730 -6.022208 0.24 -0.06 0.04
H -2.182748 1.354715 -5.701678 0.02 -0.08 -0.05
H -2.832923 1.657728 -7.939985 0.08 0.06 -0.07
H -1.357847 0.863690 -8.464737 0.07 0.03 0.06
H -1.143897 3.235677 -8.739599 -0.03 0.00 0.06
H -0.013939 2.800416 -7.479955 -0.02 -0.03 0.19
H -0.284083 3.542000 -5.412735 -0.05 -0.11 -0.02
H -1.992530 3.235368 -4.957337 0.17 -0.10 0.17
H -1.417558 4.881988 -5.173039 0.01 -0.02 -0.10